# 1
The following is a quantum chemistry calculation of C15H32F3InLiO9S2 as an isolated structure, from OMol25.

```
! RIJCOSX wB97M-V def2-TZVPD def2/J DEFGRID3
* xyz -1 1
C -4.22 3.14 -0.85
C -3.18 3.37 -1.94
O -2.21 4.34 -1.62
C -1.22 3.88 -0.69
In 0.10 2.27 -1.41
C 1.99 2.04 -0.21
C 2.92 0.94 -0.74
C 2.31 -0.47 -0.83
C 3.26 -1.56 -0.35
C 3.72 -1.36 1.10
C 5.19 -0.92 1.23
O 5.36 0.26 2.03
C 4.85 0.33 3.29
C 4.73 -0.97 4.03
O 4.60 1.42 3.74
H -5.15 3.66 -1.08
H -4.45 2.08 -0.73
H -3.86 3.53 0.10
H -3.65 3.72 -2.86
H -2.68 2.42 -2.19
H -0.64 4.76 -0.43
H -1.70 3.54 0.24
H 1.01 2.63 -3.00
H -0.67 0.72 -1.54
H 1.77 1.83 0.84
H 2.55 3.00 -0.19
H 3.28 1.24 -1.73
H 3.83 0.88 -0.13
H 1.97 -0.69 -1.85
H 1.40 -0.48 -0.22
H 2.76 -2.53 -0.45
H 4.13 -1.60 -1.01
H 3.11 -0.59 1.58
H 3.57 -2.28 1.67
H 5.58 -0.62 0.26
H 5.83 -1.72 1.60
H 4.87 -1.85 3.42
H 3.76 -1.03 4.52
H 5.48 -0.99 4.82
O -7.77 1.90 -2.27
S -7.71 0.52 -1.88
O -6.51 0.02 -1.29
O -8.11 -0.38 -3.12
C -7.41 -0.11 -4.37
C -6.02 -0.69 -4.39
C -9.08 0.12 -0.85
H -7.40 0.97 -4.53
H -8.05 -0.56 -5.12
H -5.36 -0.19 -3.69
H -5.60 -0.58 -5.39
H -6.04 -1.75 -4.14
H -9.99 0.48 -1.32
H -8.90 0.64 0.10
H -9.10 -0.95 -0.70
Li 2.62 2.58 -2.34
C 6.77 -4.79 5.29
F 6.50 -5.81 6.13
F 6.63 -3.65 6.00
F 8.07 -4.88 4.95
S 5.67 -4.81 3.81
O 4.36 -4.67 4.40
O 5.97 -6.09 3.21
O 6.14 -3.65 3.08
*
```

Summary:
**HOMO-LUMO gap**: 0.258 Eh
**LUMO level**: 0.93 eV
**HOMO**: -6.094 eV

# 2
The following is a quantum chemistry calculation of C15H32IrN2O4P2 as an isolated structure, from OMol25.

```
! RIJCOSX wB97M-V def2-TZVPD def2/J DEFGRID3
* xyz 2 6
Ir -0.39 -1.46 -1.29
H -1.22 -0.17 -2.23
H -0.47 0.18 -1.96
P -2.34 -2.22 -2.22
P 1.91 -1.25 -1.50
C 2.66 -1.64 0.14
H 3.75 -1.53 0.09
H 2.26 -0.94 0.89
H 2.40 -2.66 0.44
C 2.73 -2.38 -2.69
H 2.40 -2.11 -3.70
H 3.82 -2.26 -2.62
H 2.45 -3.42 -2.48
C 2.74 0.32 -1.95
H 2.61 1.08 -1.16
H 3.81 0.11 -2.11
H 2.30 0.71 -2.88
C -2.30 -3.54 -3.49
H -3.31 -3.81 -3.81
H -1.73 -3.17 -4.36
H -1.79 -4.42 -3.09
C -3.51 -2.77 -0.92
H -3.69 -1.94 -0.23
H -4.47 -3.08 -1.36
H -3.09 -3.60 -0.36
C -3.32 -0.90 -3.05
H -2.74 -0.51 -3.89
H -4.28 -1.27 -3.42
H -3.50 -0.09 -2.34
C -0.51 -2.26 0.41
O -0.52 -2.84 1.41
H -0.05 -2.84 -2.09
C -0.45 2.69 4.78
C -0.70 1.68 3.67
C -0.01 1.93 2.31
C 1.55 1.86 2.51
C 2.29 3.11 2.96
C -0.46 3.25 1.67
O -0.87 4.23 2.26
N -0.30 3.28 0.30
C 0.13 2.21 -0.54
O 0.54 2.49 -1.66
N -0.02 0.95 -0.01
C -0.53 0.88 1.25
O -1.36 0.03 1.60
H 0.56 2.62 5.20
H -1.14 2.50 5.62
H -0.62 3.72 4.45
H -0.35 0.71 4.05
H -1.79 1.58 3.53
H 1.70 1.06 3.25
H 1.99 1.51 1.56
H 1.95 3.51 3.92
H 3.34 2.83 3.07
H 2.24 3.91 2.22
H -0.30 4.19 -0.15
*
```

Summary:
**HOMO-LUMO gap (alpha / beta)**: 0.207 / 0.225 Eh
**LUMO level (alpha / beta)**: -6.00 / -10.05 eV
**HOMO (alpha / beta)**: -11.623 / -16.167 eV
**<S²>**: 8.800